# H6O3

3 unconnected molecules or ions with the total composition H6O3 (ωB97M-V/def2-TZVPD, OMol25).

Atoms and positions in Å:
O -20.7200 -18.8590 -18.8340
H -20.5820 -19.1700 -17.9290
H -20.3300 -18.0310 -19.1140
O -23.3290 -17.8300 -19.5610
H -22.4520 -18.1270 -19.4810
H -23.3550 -17.3500 -20.3250
O -23.8430 -18.1380 -16.9600
H -23.5000 -17.8430 -17.8000
H -24.7320 -18.4300 -17.0980

The relative energy (zero: lowest compared OMol25 entry of this formula, charge and spin) is 60.6 kJ/mol. Its SMILES is O.O.O.

# C11H22N5O5PSSm

A molecular structure, C11H22N5O5PSSm (ωB97M-V/def2-TZVPD, OMol25).

Atoms and positions in Å:
Sm 0.0142 -0.2182 0.4490
N -1.8853 1.0417 1.5292
C -3.0667 0.1296 1.6106
C -2.6326 -1.2987 1.9132
N -1.8767 -1.8848 0.7598
H -1.5089 1.1528 2.4722
H -2.2251 1.9689 1.2962
H -3.5928 0.1718 0.6551
H -3.7543 0.4479 2.3940
H -3.5158 -1.8948 2.1398
H -1.9799 -1.3086 2.7859
H -2.5533 -2.0651 0.0258
H -1.5463 -2.8009 1.0558
N -1.8563 3.3090 -3.2876
C -0.7057 2.3722 -3.5126
P -1.2053 0.6724 -2.9085
O -2.6791 0.6538 -2.7577
O -0.3763 0.3386 -1.6792
C -0.7519 -0.5192 -4.2800
N -1.9655 -1.3378 -4.6105
H -2.6630 3.0366 -3.8562
H -1.6144 4.2778 -3.5133
H -2.1787 3.2716 -2.3196
H 0.1640 2.7136 -2.9542
H -0.4591 2.3780 -4.5724
H 0.0531 -1.1704 -3.9442
H -0.4225 -0.0087 -5.1829
H -1.7849 -2.0150 -5.3568
H -2.7422 -0.7343 -4.8961
H -2.3025 -1.8429 -3.7901
O 0.5435 1.3424 3.5532
S 1.3150 0.3842 2.8375
O 0.4991 -0.8360 2.4925
N 1.6720 0.9110 1.3243
C 2.5221 -0.0882 0.9078
O 2.2625 -0.7020 -0.1405
C 3.4749 -0.4908 1.9676
C 4.6969 -1.1270 1.8771
C 5.3668 -1.4256 3.0624
C 4.8151 -1.1298 4.3028
C 3.5606 -0.5262 4.4099
C 2.9342 -0.2059 3.2322
H 5.1374 -1.3533 0.9154
H 6.3383 -1.8988 3.0147
H 5.3586 -1.3769 5.2044
H 3.1175 -0.3140 5.3737

The relative energy (zero: lowest compared OMol25 entry of this formula, charge and spin) is 40.6 kJ/mol. The spin multiplicity is 6. Its charge is +3. Its expectation value of S² is 8.76.

# C2HF5NO

2 unconnected molecules or ions with the total composition C2HF5NO (ωB97M-V/def2-TZVPD, OMol25).

Atoms and positions in Å:
C -0.3527 -0.0131 0.3361
C -1.6362 -0.7349 0.0284
N 3.1151 1.1015 -0.1251
O 3.8329 0.0602 -0.0449
F -0.5990 0.9518 1.2062
F -0.0521 0.8250 -0.8181
F -1.6806 -1.2636 -1.2175
F -1.8041 -1.8092 0.7741
F -2.8337 -0.0295 0.2375
H 2.0104 0.9117 -0.3767

The relative energy (zero: lowest compared OMol25 entry of this formula, charge and spin) is 170.1 kJ/mol. Its charge is -1.

# C3H4N2S2

A molecular structure, C3H4N2S2 (ωB97M-V/def2-TZVPD, OMol25).

Atoms and positions in Å:
C 0.3260 -1.2029 0.3215
C 1.2375 -1.2150 1.3491
C 0.0614 0.1199 0.0370
N 0.7454 1.0808 0.5856
N -0.8720 0.5460 -1.1233
S 1.7172 0.4013 1.7173
S -1.4659 2.1289 -1.0499
H -0.1543 -1.9088 -0.2164
H 1.7045 -1.8677 2.0449
H -1.5459 -0.1526 -1.3517
H -1.7538 2.0703 -2.3141

The relative energy (zero: lowest compared OMol25 entry of this formula, charge and spin) is 186.5 kJ/mol.